{
  "formula": "C24H44N4O4S4",
  "method": "wB97M-V/def2-TZVPD",
  "symbols": ["N", "C", "C", "C", "C", "H", "H", "H", "H", "H", "N", "C", "C", "C", "C", "H", "H", "H", "H", "H", "N", "C", "C", "C", "C", "H", "H", "H", "H", "H", "N", "C", "C", "C", "C", "H", "H", "H", "H", "H", "C", "S", "O", "C", "H", "H", "H", "H", "H", "H", "C", "S", "O", "C", "H", "H", "H", "H", "H", "H", "C", "S", "O", "C", "H", "H", "H", "H", "H", "H", "C", "S", "O", "C", "H", "H", "H", "H", "H", "H"],
  "coordinates": [[-3.63427, -3.21412, -2.01278], [-4.46181, -2.42870, -1.26265], [-3.75748, -1.18551, -1.09961], [-2.57598, -1.21797, -1.72666], [-2.51699, -2.47237, -2.31030], [-3.84618, -4.12435, -2.39578], [-5.44575, -2.75314, -0.95766], [-4.20546, -0.43098, -0.47000], [-1.80262, -0.48564, -1.90556], [-1.71118, -2.82498, -2.93699], [3.77648, -4.48524, -2.35143], [4.86476, -3.85341, -1.72291], [4.43230, -2.64701, -1.20575], [3.05810, -2.57278, -1.48252], [2.69541, -3.71285, -2.16588], [3.86848, -5.42854, -2.70045], [5.83557, -4.32181, -1.79027], [5.04785, -2.01030, -0.58761], [2.35394, -1.82849, -1.14109], [1.75680, -4.09027, -2.54398], [0.47789, 2.43431, 0.99666], [0.22410, 1.83805, -0.20007], [0.56075, 0.49926, -0.20809], [0.99589, 0.23393, 1.06328], [0.99394, 1.43768, 1.77128], [0.59790, 3.41100, 1.22420], [-0.09340, 2.44048, -1.03833], [0.48673, -0.16222, -1.05860], [1.27097, -0.73000, 1.46525], [1.26143, 1.70334, 2.78335], [0.52254, -3.68478, 1.55502], [0.21909, -4.62244, 2.50842], [-1.20186, -4.80951, 2.64575], [-1.75709, -3.97808, 1.66472], [-0.68642, -3.38635, 0.98766], [1.44295, -3.44120, 1.21793], [1.08912, -5.01239, 3.01575], [-1.79077, -5.43712, 3.29820], [-2.81215, -3.81536, 1.50112], [-0.67014, -2.65672, 0.19156], [1.28496, -0.95776, -4.42434], [2.96885, -0.25594, -4.62530], [3.29906, -0.32463, -6.09411], [2.43714, 1.47934, -4.30295], [0.96185, -0.95041, -3.38336], [1.39675, -2.02431, -4.61946], [0.48157, -0.51667, -5.01433], [1.64135, 1.81204, -4.96938], [3.32834, 2.09090, -4.44381], [2.09492, 1.62367, -3.27818], [3.73990, 0.22708, 3.92317], [4.01506, -1.14319, 5.17421], [4.63842, -0.60801, 6.45659], [2.26345, -1.52204, 5.52708], [4.65205, 0.79933, 3.75401], [2.93377, 0.89990, 4.21566], [3.54867, -0.24785, 2.96089], [1.76837, -1.70312, 4.57304], [1.83431, -0.67313, 6.05932], [2.14819, -2.40629, 6.15390], [-5.31450, 3.14927, 0.67689], [-4.19170, 2.35618, -0.47898], [-3.56558, 3.42979, -1.31383], [-2.97390, 1.70490, 0.75421], [-6.08453, 3.69773, 0.13435], [-4.83888, 3.87797, 1.33330], [-5.81261, 2.39447, 1.28538], [-2.33940, 0.91049, 0.36124], [-3.44945, 1.29159, 1.64366], [-2.49285, 2.60382, 1.13973], [-1.64258, 6.83139, -1.28529], [-1.17164, 5.31610, -0.30024], [0.36407, 5.23266, -0.26767], [-1.81087, 5.94974, 1.32514], [-1.09729, 7.68607, -0.88494], [-2.68591, 7.07017, -1.07903], [-1.52251, 6.58227, -2.33963], [-2.89703, 5.90625, 1.40564], [-1.42747, 6.94051, 1.56903], [-1.34549, 5.29641, 2.06317]],
  "atomic_forces_ev_per_a": [[0.521, 0.902, -0.260], [1.351, 1.658, 0.016], [-4.878, -1.201, 2.403], [2.111, -1.421, -2.037], [0.858, -0.404, -0.558], [0.097, 0.248, 0.178], [0.202, 0.100, 0.097], [0.180, 0.192, -0.239], [-0.217, 0.162, 0.367], [-0.214, -0.368, 0.019], [2.573, 0.480, 1.114], [-0.573, -0.303, -0.751], [0.772, -1.249, 0.093], [-1.092, -0.100, 0.085], [-1.068, -0.078, -0.286], [-0.473, 0.358, -0.113], [-0.036, 0.172, 0.195], [-0.142, 0.201, -0.263], [0.123, 0.156, -0.145], [-0.175, 0.408, 0.162], [0.627, -1.825, -0.176], [-0.186, 1.153, -2.150], [-0.956, 1.347, -1.037], [0.953, 0.192, 2.571], [-0.007, -0.594, 0.950], [-0.277, 0.054, -0.658], [-0.107, 0.025, 0.061], [-0.122, 0.035, 0.122], [0.104, 0.094, 0.083], [0.090, -0.429, 0.008], [-2.471, -1.505, 0.377], [-0.438, -0.640, 1.457], [2.845, 0.526, -0.525], [1.223, 0.582, -0.878], [-0.676, 1.663, -0.730], [-0.288, -0.135, -0.029], [-0.414, -0.413, 0.400], [0.548, -0.065, 0.176], [0.164, 0.054, -0.293], [-0.431, -0.022, -0.051], [0.180, -0.687, 0.505], [-1.184, 0.785, -0.945], [-0.239, -0.003, 1.128], [0.382, -0.095, 0.115], [0.291, 0.417, 0.240], [-0.035, 0.027, -0.446], [0.437, 0.148, -0.340], [0.139, -0.294, -0.238], [-0.058, 0.003, -0.101], [0.080, -0.312, 0.141], [0.036, -0.441, 0.476], [0.688, 0.512, 0.807], [-0.994, -0.290, -1.607], [0.176, 0.455, -0.153], [0.144, -0.156, 0.541], [0.025, -0.123, 0.039], [-0.386, -0.164, 0.109], [-0.102, 0.096, -0.003], [-0.054, 0.074, -0.149], [0.461, 0.012, -0.076], [-0.216, 0.344, 0.466], [-0.038, -0.544, -0.300], [-0.010, -0.304, 0.695], [-0.706, 0.777, 0.446], [0.131, -0.204, -0.340], [0.352, -0.097, 0.007], [0.106, -0.128, -0.040], [0.173, 0.564, -0.315], [-0.609, -0.146, -0.219], [0.683, -0.163, -0.338], [-0.138, -0.664, 0.969], [0.736, 0.751, -0.242], [-2.015, 0.457, 0.457], [1.088, -0.158, -0.082], [0.506, -0.171, -0.445], [-0.182, -0.426, -0.084], [0.280, 0.303, 0.185], [0.101, -0.080, -0.302], [-0.108, 0.165, -0.340], [-0.220, -0.246, 0.024]],
  "homo_ev": -7.9,
  "relative_energy_kcal_mol": 2.1,
  "energy_ev": -83086.8120
}